--- w ---
Computed, not measured: a 2-piece molecular cluster, C3H12N2O overall, with ωB97M-V/def2-TZVPD.

Each line ends with the Mulliken charge.
Element x y z (Å)
N1 -0.163 -1.941 2.937  -0.636
C1 -0.508 -2.360 1.550  -0.456
C2 0.430 -1.709 0.490  -0.594
C3 -0.425 -0.929 -0.525  -0.604
N2 0.395 -0.156 -1.441  -0.513
H1 0.353 -2.690 3.377  0.233
H2 -1.051 -1.881 3.422  0.222
H3 -0.357 -3.436 1.473  0.270
H4 -1.524 -2.072 1.296  0.400
H5 1.033 -2.448 0.025  0.342
H6 0.948 -0.878 0.960  0.324
H7 -1.139 -1.532 -1.096  0.286
H8 -1.036 -0.242 0.068  0.311
H9 1.374 -0.388 -1.395  0.217
H10 0.257 0.837 -1.505  0.197
H11 1.116 5.737 -2.383  0.320
H12 -0.036 6.748 -2.638  0.320
O1 0.228 5.830 -2.736  -0.640

Calculated values
SMILES = NCCCN.O
LUMO energy = 0.0371 Eh

--- x ---
Computed, not measured: a 2-piece molecular cluster, C3H12N2O overall, with ωB97M-V/def2-TZVPD.

Each line ends with the Mulliken charge.
Element x y z (Å)
N1 0.106 1.230 0.110  -0.579
C1 -0.386 -0.113 -0.244  0.595
C2 0.206 -1.254 0.651  -1.327
C3 -0.066 -0.276 -1.812  -0.911
N2 -0.248 0.981 -2.596  -0.639
H1 0.640 1.791 -0.558  0.073
H2 0.735 1.321 0.952  0.222
H3 -1.481 -0.039 -0.054  0.107
H4 0.420 -2.073 -0.069  0.368
H5 -0.346 -1.801 1.458  0.307
H6 1.215 -1.159 1.036  0.385
H7 0.914 -0.685 -1.850  0.441
H8 -0.696 -1.021 -2.299  0.350
H9 -1.170 1.302 -2.472  0.288
H10 0.340 1.700 -2.041  0.314
H11 -0.208 -0.647 3.495  0.313
H12 -0.330 0.582 2.864  0.335
O1 0.354 0.161 3.430  -0.642

Calculated values
SMILES = C[C@@H](N)CN.O
LUMO energy = 0.0293 Eh

--- y ---
Computed, not measured: a 2-piece molecular cluster, C3H12N2O overall, with ωB97M-V/def2-TZVPD.

Each line ends with the Mulliken charge.
Element x y z (Å)
N1 -0.240 -1.172 -0.077  -0.454
C1 -0.864 -0.044 -0.739  0.095
C2 -2.395 0.096 -0.342  -1.241
C3 -0.269 1.305 -0.373  -0.584
N2 1.088 1.539 -0.802  -0.452
H1 -0.231 -1.054 0.922  0.236
H2 -0.267 -2.105 -0.436  0.147
H3 -0.689 -0.201 -1.840  0.382
H4 -2.400 -0.363 0.657  0.279
H5 -2.803 1.085 -0.385  0.379
H6 -3.026 -0.426 -1.098  0.303
H7 -0.399 1.523 0.710  0.258
H8 -0.962 2.049 -0.814  0.291
H9 1.394 2.485 -0.980  0.190
H10 1.489 0.945 -1.507  0.190
H11 1.962 -2.092 1.401  0.319
H12 3.023 -0.881 1.930  0.308
O1 2.259 -1.433 2.017  -0.645

Calculated values
SMILES = C[C@H](N)CN.O
LUMO energy = 0.0394 Eh

Short version: x is the least stable of them.

--- w ---
Computed, not measured: one molecule with the formula C3H8N2OS2, with ωB97M-V/def2-TZVPD.

Each line ends with the Mulliken charge.
Element x y z (Å)
C1 0.591 0.426 0.841  0.088
C2 -1.698 0.745 -0.001  -1.009
C3 -0.253 1.259 -0.032  -0.459
N1 0.861 -1.123 -1.267  -0.680
N2 2.263 -1.793 0.854  -0.534
O1 -0.192 -2.128 0.881  -0.578
S1 1.256 0.835 2.246  -0.194
S2 0.789 -1.292 0.239  0.965
H1 -2.121 0.865 0.994  0.299
H2 -1.724 -0.308 -0.266  0.334
H3 -2.299 1.307 -0.711  0.338
H4 0.129 1.142 -1.050  0.293
H5 -0.212 2.306 0.275  0.362
H6 0.754 -1.965 -1.803  0.248
H7 2.260 -1.944 1.850  0.277
H8 3.049 -1.248 0.540  0.249

Calculated values
SMILES = CCC(=S)[S@@](=N)(N)=O
LUMO energy = -0.0340 Eh

--- x ---
Computed, not measured: one molecule with the formula C3H8N2OS2, with ωB97M-V/def2-TZVPD.

Each line ends with the Mulliken charge.
Element x y z (Å)
S1 -2.620 1.808 2.257  -0.217
S2 -1.113 0.639 2.113  -0.013
C1 -0.859 0.095 0.438  -0.823
C2 0.644 0.147 0.109  0.480
C3 0.928 -0.230 -1.358  0.226
N1 0.094 -1.045 -2.058  -0.352
O1 2.065 -0.002 -1.746  -0.624
N2 1.341 -0.939 0.830  -0.670
H1 -2.215 2.963 1.746  0.136
H2 -1.347 0.760 -0.289  0.337
H3 -1.172 -0.902 0.142  0.376
H4 1.180 1.066 0.311  0.275
H5 -0.893 -1.139 -1.895  0.180
H6 0.433 -1.303 -2.972  0.250
H7 2.300 -1.030 0.540  0.224
H8 1.236 -0.888 1.833  0.216

Calculated values
SMILES = NC(=O)[C@H](N)CSS
LUMO energy = 0.0206 Eh

Short version: w is the least stable of them.

--- w ---
Computed, not measured: a 2-piece molecular cluster, C10H8F3NO overall, with ωB97M-V/def2-TZVPD.

Each line ends with the Mulliken charge.
Element x y z (Å)
C1 0.691 1.536 -1.130  0.080
C2 -1.680 -2.841 -0.282  -0.477
C3 -0.649 -2.397 -1.200  -0.924
C4 -2.121 -2.034 0.733  -0.489
C5 -0.394 -1.035 -1.221  -0.427
C6 -1.727 -0.696 0.753  -0.177
C7 -0.807 -0.220 -0.159  0.276
C8 0.052 3.253 0.911  -0.806
C9 -0.185 1.112 -0.129  0.963
C10 3.486 -0.495 0.437  -0.216
N1 1.292 2.236 -1.826  -0.427
O1 -0.546 1.951 0.838  -0.319
F1 2.555 0.404 0.753  0.003
F2 3.864 -0.093 -0.823  -0.167
F3 2.847 -1.727 0.366  -0.151
H1 -1.874 -3.861 -0.109  0.400
H2 -0.350 -2.929 -1.959  0.612
H3 -3.068 -2.291 1.274  0.307
H4 0.298 -0.576 -1.835  0.500
H5 -2.108 -0.107 1.543  0.467
H6 -0.503 3.976 0.330  0.337
H7 1.117 3.336 0.735  0.387
H8 -0.191 3.498 1.999  0.248

Calculated values
LUMO energy (spin up / spin down) = -0.1077 / -0.1167 Eh

--- x ---
Computed, not measured: one molecule with the formula C10H8F3NO, with ωB97M-V/def2-TZVPD.

Each line ends with the Mulliken charge.
Element x y z (Å)
C1 2.175 0.604 -0.848  -0.908
C2 2.424 1.341 0.296  -0.507
C3 0.261 0.728 1.191  -0.138
C4 0.974 -0.076 -0.968  0.126
C5 0.023 -0.024 0.066  -0.204
C6 1.471 1.420 1.309  0.527
C7 0.485 -0.864 -2.088  -0.328
C8 -1.213 -0.789 -0.210  1.061
C9 -1.490 -2.051 0.551  -1.513
C10 -2.413 0.075 -0.478  0.900
N1 -0.656 -1.379 -2.060  -0.725
O1 1.657 2.149 2.429  -0.528
F1 -2.127 1.158 -1.216  -0.276
F2 -3.411 -0.564 -1.094  -0.268
F3 -2.938 0.549 0.681  -0.279
H1 2.908 0.564 -1.640  0.400
H2 3.361 1.872 0.403  0.296
H3 -0.466 0.808 1.983  0.498
H4 1.114 -1.000 -2.962  0.432
H5 -2.369 -2.546 0.145  0.382
H6 -1.660 -1.819 1.603  0.369
H7 -0.638 -2.720 0.476  0.386
H8 2.528 2.564 2.432  0.295

Calculated values
LUMO energy = 0.0191 Eh

Short version: w is the least stable of them.

--- w ---
Computed, not measured: C6H2InO4 as an isolated structure, with ωB97M-V/def2-TZVPD.

Each line ends with the Mulliken charge.
Element x y z (Å)
In1 0.660 -4.280 0.514  0.884
C1 1.320 0.618 0.305  -0.196
C2 0.792 -0.723 0.471  0.542
C3 -0.633 -0.989 -0.033  0.548
O1 -0.952 -2.162 0.013  -0.597
C4 -1.422 0.119 -0.495  -0.378
C5 -0.932 1.432 -0.465  0.292
C6 0.512 1.670 -0.171  0.353
O2 1.062 2.765 -0.242  -0.424
O3 -1.694 2.364 -0.682  -0.426
O4 1.405 -1.636 0.986  -0.590
H1 2.333 0.875 0.592  0.503
H2 -2.449 -0.052 -0.794  0.489

Calculated values
net charge = +1
LUMO energy = -0.3127 Eh

--- x ---
Computed, not measured: C6H2InO4 as an isolated structure, with ωB97M-V/def2-TZVPD.

Each line ends with the Mulliken charge.
Element x y z (Å)
In1 1.451 1.723 -2.300  0.728
C1 1.182 -0.696 0.719  -0.590
C2 1.129 0.108 -0.511  0.816
C3 -0.315 0.725 -1.008  0.605
O1 -0.243 1.532 -1.923  -0.422
C4 -1.408 0.369 -0.239  -0.334
C5 -1.363 -0.448 0.871  0.264
C6 0.019 -0.885 1.381  0.395
O2 0.185 -1.672 2.403  -0.478
O3 -2.496 -0.723 1.481  -0.468
O4 2.086 0.534 -1.151  -0.448
H1 2.094 -1.178 1.038  0.499
H2 -2.322 0.611 -0.761  0.433

Calculated values
net charge = +1
LUMO energy = -0.3427 Eh

Short version: x is the least stable of them.